Entry 1:
# C15H7F5N3O4RuS6Se

C15H7F5N3O4RuS6Se as an isolated structure (ωB97M-V with the def2-TZVPD basis set, OMol25).

XYZ file:
```
42
Properties=species:S:1:pos:R:3:forces:R:3
C -1.45687 -4.13915 3.31474 -0.05 0.05 -0.01
H 1.81513 2.77616 -3.64984 -0.01 0.00 0.00
O 1.68536 1.95778 1.45201 -0.08 0.07 0.25
C -3.05323 -2.38408 3.54249 0.01 -0.03 -0.04
H 3.09866 -1.85898 0.31432 -0.01 -0.01 0.00
H 1.69391 -1.32825 1.15159 -0.02 0.01 0.01
C 2.27811 1.79870 -3.78726 0.05 -0.05 -0.02
F -2.39550 -0.17238 3.38986 0.03 0.00 0.04
H 3.34790 1.95413 -3.95265 -0.01 0.03 0.00
N 2.18513 -1.44415 0.25219 0.03 -0.02 -0.04
O 0.05113 4.24216 3.52471 0.01 0.06 -0.04
O 2.67074 3.46673 2.76373 0.13 -0.06 0.07
C 1.65579 1.07509 -4.98201 -0.02 0.00 -0.01
H 0.57518 0.98638 -4.86304 0.01 0.00 0.00
C -2.18062 0.60706 -3.96113 -0.02 -0.01 -0.01
S -1.29743 2.62727 -0.25818 0.19 0.08 -0.22
C 2.03410 -0.44492 -0.63554 -0.03 -0.11 -0.02
H 2.06491 0.06833 -5.08733 0.01 -0.01 0.00
C 1.68346 2.88371 2.35724 0.20 0.47 -0.34
Se 0.68491 -0.54024 2.97448 -0.06 0.00 -0.01
Ru -0.11731 1.04566 1.08059 0.51 0.04 -0.56
C 0.26606 3.24424 2.86467 -0.09 -0.38 0.48
C -2.04761 -1.45348 3.34134 -0.05 0.02 0.07
C -1.67846 1.55956 -1.56989 -0.10 -0.19 0.19
F -4.31584 -1.99054 3.76780 -0.01 0.00 -0.01
C -0.46924 -3.18972 3.12264 -0.02 -0.01 -0.05
C -1.77493 0.21529 -1.40759 -0.10 0.18 0.10
F -3.72939 -4.64430 3.73065 0.00 0.00 -0.01
H 1.85120 1.61895 -5.90760 -0.01 0.01 -0.01
O -0.60843 2.33100 2.58324 -0.58 -0.02 -0.09
F -1.16254 -5.45252 3.29512 0.00 -0.01 0.01
S -2.08763 -0.69807 -2.85386 0.00 0.01 -0.02
F 0.77432 -3.65739 2.91779 0.01 0.01 0.01
S -1.56521 -0.55599 0.14864 -0.15 -0.07 0.14
S -1.91470 2.12063 -3.19949 0.02 0.01 -0.02
C -0.72172 -1.82323 3.13419 0.09 -0.06 0.03
N 1.09390 0.46437 -0.60997 0.09 -0.11 0.13
C -2.76029 -3.73470 3.52899 0.05 0.02 0.00
S -2.45347 0.42238 -5.60129 0.00 0.01 0.02
C 2.07978 1.05107 -2.51017 -0.03 0.04 -0.03
N 1.13795 1.30386 -1.68752 0.02 0.07 0.00
S 3.06278 -0.30843 -2.02863 -0.01 -0.04 -0.01
```
Positions in Å, forces in eV/Å.

As for the expectation value of S²: 0.76. The orbital gap (alpha / beta) is 5.38 / 5.75 eV. Its net charge is -2. For the energy above the lowest of the compared OMol25 structures with the same formula, charge and spin, the calculation gives 0.0 kcal per mole. Its spin multiplicity is 2. The total energy is -6425.9916 a.u. The max |F| comes out at 0.0147 hartree/bohr.

=====

Entry 2:
# C33H62BBrCl6FMg2N5O4

C33H62BBrCl6FMg2N5O4 as an isolated structure in a non-equilibrium geometry (ωB97M-V with the def2-TZVPD basis set, OMol25).

XYZ file:
```
115
Properties=species:S:1:pos:R:3:forces:R:3
H -1.06953 -3.22603 -0.08944 1.22 -1.14 -1.48
H 3.67431 -1.59708 1.52577 -0.71 1.27 0.42
C -0.81982 1.70139 9.08219 -0.05 0.20 0.08
B -1.75034 -3.73866 -1.91064 0.76 -3.24 1.03
N 5.49773 4.59731 -0.42742 0.78 -0.15 -0.74
H -1.37727 2.50371 -2.48549 -1.17 1.42 1.61
H 4.12125 -2.19442 -7.11541 -2.21 0.41 1.15
O -4.18783 1.75711 -6.74129 9.19 -3.91 4.57
H 0.01937 2.09841 8.50384 -0.04 -0.02 0.08
Cl -2.18695 -0.64091 1.44148 -1.09 -0.64 -1.66
C -1.95496 3.19731 -1.70423 -0.04 -0.44 -1.60
C 3.08552 -2.00132 -6.55992 0.58 -0.16 -0.22
C 2.78334 -3.33142 -5.65366 0.29 0.03 -0.66
H 1.24957 0.25111 2.38476 1.91 -0.98 0.64
C -2.01755 -1.74799 -3.86256 -0.68 0.93 1.25
H 0.86267 -4.39563 -4.93941 1.21 2.27 0.29
O -0.71093 -3.83170 -0.82504 -3.48 1.66 -0.70
Cl -3.25203 -6.48974 -1.09797 -1.67 -1.87 2.03
C 2.75612 -0.05474 0.11463 1.08 0.02 0.67
H 5.00170 -0.10621 -0.62723 -1.21 0.04 -0.83
H 3.26856 0.26994 -6.52827 -0.14 -1.90 1.74
H 2.28973 -1.87486 -7.42879 1.58 -0.23 1.98
Mg -6.25597 1.72653 2.45890 -1.12 1.25 0.51
H 0.60410 -1.82013 3.61424 2.47 -0.41 -0.69
H 5.08280 0.66576 -4.99126 -0.65 -2.50 0.10
H 1.75009 -2.63654 2.29295 -0.25 1.70 1.84
N -3.27305 0.18811 -2.06240 0.01 -1.95 2.48
C -3.90736 1.30145 -1.19249 -0.83 2.16 0.32
Br -5.54916 0.28054 -5.41380 -1.13 -1.02 1.01
H -1.85819 -5.74486 -1.82021 -0.05 0.57 -0.85
H -1.94842 -2.41558 -6.03916 1.30 -0.54 2.24
H 4.02136 -1.71436 -1.00890 -0.24 2.17 0.36
H 2.57418 -0.11552 -2.82302 2.06 0.11 1.08
H 0.29852 -2.00605 -6.51656 0.21 -0.51 2.49
C 1.71639 -1.89105 3.21998 -0.28 0.03 -0.16
H -1.33027 2.54936 9.54912 0.14 -0.09 0.00
C 3.92982 -0.53434 -0.92905 -1.64 -0.03 -0.92
H -1.09222 -0.57199 4.07109 -0.10 -0.01 0.08
F -0.29576 2.28916 0.37491 0.29 -0.46 0.43
Mg 5.49022 -0.71792 1.07690 0.16 -0.30 -1.00
H -2.36516 0.20775 5.03051 0.06 -0.06 -0.01
H -2.62945 0.58857 8.82772 0.07 0.02 -0.13
H 5.50982 5.60152 -0.36830 -0.03 -0.15 -0.02
H -1.93093 -0.86052 7.01854 0.03 -0.04 -0.02
H 3.86762 5.48014 1.24291 -0.03 -0.15 -0.06
H -4.94850 0.69395 1.90945 1.31 -2.90 -0.42
H -5.56102 -0.77426 -0.24214 1.45 -1.07 1.60
C -3.56037 2.82294 -1.78878 -0.07 0.81 1.08
H 4.28756 -2.09809 -3.30852 0.71 2.41 -0.46
H -4.62602 -0.95646 2.93690 -0.94 1.40 -2.10
H -4.09522 3.56486 -1.02087 0.92 -1.71 -1.52
H 3.68153 -3.45624 -4.90762 -1.78 0.13 -1.39
Cl -2.90561 4.29202 5.17374 0.11 -0.04 -0.36
H 4.27754 0.16395 1.84216 -2.20 0.81 0.80
H 6.12227 4.13608 -1.07593 -0.21 0.30 0.19
C -5.16990 -0.46793 1.99803 -0.94 -1.19 0.46
C -3.20638 1.10607 -6.07185 -3.45 0.23 -4.03
Cl -2.40109 6.12534 2.97156 0.00 -0.59 0.14
H -5.09037 1.16373 -1.12218 2.55 0.07 -0.61
H 0.83878 0.43854 7.14234 -0.08 -0.04 -0.02
C -1.79041 0.92394 8.20665 0.01 -0.16 0.08
C 3.26999 -0.60716 -5.71832 0.91 0.77 -1.26
C 0.25469 -2.23989 -5.36435 -0.41 0.65 1.10
H 2.56070 1.11448 0.07298 0.43 -2.52 0.06
H -5.45129 -2.37682 0.74658 1.35 2.36 -0.25
O -2.22984 -5.03412 -2.45168 3.16 5.76 0.08
H -0.42103 1.06554 9.87915 0.00 0.09 -0.09
N -2.19701 0.22260 -5.73831 -5.62 3.50 2.32
H -6.33222 -0.54471 2.25195 2.03 -0.04 -0.56
C -2.23382 4.44183 3.53036 0.38 0.43 0.26
H -2.21729 1.59022 7.44990 0.00 -0.04 -0.03
C -0.35645 0.94744 5.42910 0.07 -0.15 0.12
C -1.15291 -0.30104 7.54634 -0.03 -0.04 -0.01
H 2.39440 -0.36001 -4.98177 1.73 -0.66 -1.33
Cl -3.11839 3.35887 2.42615 0.06 -0.04 -0.09
H 2.67182 0.16369 3.73781 -1.47 -1.00 -2.06
H 0.37069 -0.93942 6.17160 -0.02 0.02 0.00
H 0.55016 1.13607 4.84213 -0.05 0.09 0.03
H 5.59883 -1.06430 -5.59347 -1.84 1.02 1.34
Cl -0.51019 3.99108 3.54997 -0.62 0.09 -0.11
C 4.69279 3.81226 0.31112 -0.11 1.54 0.22
N -3.09394 0.63308 -3.32592 2.37 -4.16 -1.79
H -0.77893 -0.97382 8.32929 -0.06 0.10 -0.09
C 4.76795 -0.48530 -4.98662 -0.88 0.46 0.38
H 1.74384 -0.62682 -0.06129 2.13 1.03 0.28
H -4.05573 3.03544 -2.82703 1.02 -0.72 1.98
C -4.94371 -1.30571 0.60754 -0.53 0.26 0.05
H 1.61308 -3.18850 -3.69698 -0.75 -0.01 -2.04
H -0.68190 1.92085 5.81047 0.06 -0.09 -0.01
C -2.25246 -2.24831 -2.32642 -1.84 5.17 -2.64
H -1.74676 4.30917 -2.08589 -0.76 -2.38 0.95
H 5.75580 -0.95748 -2.95090 -2.08 0.05 -0.88
H 3.26233 3.92451 1.73002 0.05 0.32 -0.25
C 3.68956 -0.00199 -2.48802 1.46 -0.73 -0.75
H -1.46329 -3.83008 -4.89479 0.31 2.23 0.12
H -1.62025 1.07409 3.68426 0.02 -0.09 0.00
C 4.66787 -0.97418 -3.42538 0.26 -0.06 0.33
H -3.15410 -2.65221 0.44469 -0.07 2.60 -1.25
H -1.46057 2.97851 -0.66379 -0.68 0.30 -1.51
C 3.31232 -0.46879 1.63679 -1.42 -0.33 -1.34
C -2.99411 -1.10998 -1.36278 2.05 -1.19 -4.24
H 2.43283 -2.35255 4.03868 -1.57 1.10 -1.59
C 2.15952 -0.36158 2.79744 1.19 -0.65 0.76
O 4.69563 2.59465 0.22228 0.22 -2.03 0.06
C 1.36651 -3.31866 -4.83389 -0.43 -1.02 -0.31
H 2.81134 -4.26615 -6.38085 -0.08 1.97 1.54
H -3.51652 1.30779 -0.09459 -0.16 -0.52 -2.14
H 0.41962 -1.24886 -4.71926 -0.31 -1.89 -1.82
C -1.42132 0.37755 4.50484 -0.08 0.28 -0.13
N 3.88437 4.47798 1.15547 -0.55 -0.31 0.73
C -1.31826 -2.68276 -5.06060 -0.90 0.85 -0.35
C -2.45959 -0.25176 -4.31665 -0.16 -1.49 3.24
C -0.00007 0.00792 6.58342 0.06 0.09 0.11
H 4.02220 1.10952 -2.65446 -0.73 -2.11 0.70
C -3.33133 -1.49628 0.20223 -1.05 -0.69 -0.03
```
Positions in Å, forces in eV/Å.

The orbital gap is 1.29 eV. Its net charge is +2. The total energy is -7727.9212 a.u. The max |F| comes out at 0.2136 hartree/bohr.

=====

Entry 3:
# C7H27NO6

A 7-piece molecular cluster, C7H27NO6 overall (ωB97M-V with the def2-TZVPD basis set, OMol25).

XYZ file:
```
41
Properties=species:S:1:pos:R:3:forces:R:3
O -2.32225 -1.28062 0.62129 0.15 0.04 -0.27
H -1.34202 -1.81742 2.23422 0.04 0.08 0.21
H -0.75038 3.14774 0.41849 -0.10 -0.10 0.16
C -2.07041 1.84363 -1.44365 -0.59 -0.07 0.08
O -0.90512 -3.71723 0.12618 -0.04 0.18 -0.06
H -0.39858 -4.15425 0.81834 -0.10 0.12 0.01
H -3.25384 -1.40491 0.82136 -0.13 -0.03 -0.04
H 0.39103 -0.05939 -0.37142 0.01 -0.16 -0.26
H -0.51902 1.25726 1.60274 0.03 -0.03 0.05
H 1.74521 2.39095 -1.18013 -0.05 0.07 -0.23
H 0.35876 -0.25992 -2.53497 0.18 -0.15 -0.10
H 1.82429 3.42003 0.22192 0.05 0.24 0.08
C 1.39380 0.18724 -0.01435 -0.39 -0.05 0.56
C -0.90319 2.44824 -1.59695 0.01 -0.14 0.08
H 1.98063 1.62676 1.33522 0.44 -0.22 0.26
H 3.94086 -0.93949 0.39671 0.00 0.01 -0.03
C 1.84878 -0.89133 0.95944 -0.06 -0.07 -0.04
H -0.09882 4.22910 -0.78115 0.04 -0.04 -0.10
H 0.74680 -1.48755 -3.43705 -0.08 0.27 0.23
H -1.74247 0.35020 1.38352 0.02 0.04 0.06
H 3.62189 -1.53609 2.01830 0.03 -0.17 0.07
H -0.91531 -0.78435 3.22786 -0.02 0.11 0.01
H 1.64173 -1.87858 0.53523 0.06 0.08 -0.12
O 0.02026 -0.91360 -3.16031 -0.03 0.06 -0.17
H -2.59901 1.84536 -0.49552 0.23 0.08 0.12
H -2.62878 1.37059 -2.24265 0.30 -0.04 -0.21
C -0.17868 3.17179 -0.50325 0.18 0.21 -0.37
H 2.08660 0.24203 -0.86509 0.04 0.00 -0.11
H 1.22452 -0.84875 1.85656 0.10 0.10 0.00
H -1.77066 -2.89510 -1.71331 0.03 -0.05 0.04
O -1.38531 1.02176 1.98591 0.11 0.05 0.01
C 1.23180 2.64231 -0.24814 -0.01 -0.28 0.55
H -2.23064 -1.39024 -0.36830 -0.29 -0.06 0.22
O -0.89890 -1.74072 3.09122 0.01 -0.11 -0.07
N 1.26012 1.47622 0.65796 -0.30 0.44 -0.59
C 3.33128 -0.78592 1.28915 0.11 -0.06 0.11
O -2.16118 -2.02984 -1.89579 0.07 0.19 -0.14
H 3.62450 0.17177 1.72294 -0.13 0.11 -0.05
H -1.29740 -2.91506 0.51940 0.17 -0.41 0.01
H -1.48467 -1.55601 -2.42139 -0.08 -0.25 0.03
H -0.41625 2.44337 -2.57055 -0.02 0.01 -0.03
```
Positions in Å, forces in eV/Å.

The orbital gap is 9.66 eV. Its net charge is 0. The structure (SMILES) is C=CCCNCCC.O.O.O.O.O.O. For the energy above the lowest of the compared OMol25 structures with the same formula, charge and spin, the calculation gives 16.3 kcal per mole. The total energy is -789.1012 a.u. The max |F| comes out at 0.0154 hartree/bohr.

=====

Entry 4:
# C26H32GdN6OS

C26H32GdN6OS as an isolated structure in a non-equilibrium geometry (ωB97M-V with the def2-TZVPD basis set, OMol25).

XYZ file:
```
67
Properties=species:S:1:pos:R:3:forces:R:3
C -1.39240 2.78689 -0.30530 0.08 -0.14 0.14
C -4.98345 -0.44540 -0.73536 -0.52 0.63 0.52
C 0.76521 -2.95072 -0.15395 -0.28 -0.68 0.48
N 1.98315 1.39767 1.32913 1.56 0.23 -0.79
C 1.20501 1.58075 2.38001 -0.63 0.64 1.35
H -0.24898 -4.31805 2.47209 0.14 0.12 -0.22
C -1.07234 0.49204 -3.91507 -0.59 0.24 -0.33
H 4.95905 -1.91698 -0.65126 -0.09 0.02 0.00
C -4.13018 -1.43478 -1.21422 0.09 -0.27 -0.34
H -0.37899 -2.36245 3.93736 -0.20 -0.31 -0.19
H -3.24997 2.74565 0.52392 0.25 -0.22 -0.17
H 1.07855 2.52952 4.19509 0.15 0.10 -0.15
C 0.79075 4.12312 -1.33205 0.62 -0.25 -0.56
H 1.46838 2.11804 -1.79816 -0.17 0.18 0.23
C -4.43431 0.70353 -0.18149 0.21 -0.11 -0.39
H -2.52352 -4.36075 1.70536 0.30 0.06 -0.27
C 3.79608 2.65295 2.36623 0.89 0.36 -0.19
H -2.20202 4.76305 0.16218 0.19 -0.31 -0.31
C 3.26058 1.91897 1.31978 -1.65 -0.77 -0.02
H -1.96746 -3.10938 3.61029 0.36 0.31 -0.01
H -4.54573 -2.35701 -1.61739 0.27 0.28 -0.13
O 0.48892 -0.48819 -2.32393 -0.81 0.47 -1.17
H -2.26175 -3.08055 0.53833 0.06 0.21 0.03
H 3.81750 1.71748 0.41169 0.05 0.04 0.12
C 2.69359 -1.55767 1.31792 -0.74 -0.69 0.01
C 2.95036 2.94837 3.39643 -1.88 -1.04 -0.14
H 3.92578 -1.09569 -1.81050 0.13 0.17 0.12
C -1.75702 -3.87859 1.08075 -0.03 -0.23 0.15
H 0.03406 -3.54242 -0.72585 0.43 0.44 0.16
C -3.02854 0.87161 -0.22467 -0.65 -0.25 0.79
H -0.22035 5.93393 -0.80055 -0.10 -0.20 0.16
C 0.69783 2.74495 -1.33757 -0.04 0.33 0.46
C -0.26322 4.84693 -0.77903 -0.48 0.07 0.13
C -0.61605 -3.40159 1.97941 -0.07 -0.58 0.60
H 3.42617 -1.01462 1.90995 -0.06 -0.11 -0.15
N -2.53655 2.12100 0.15538 0.55 -0.02 0.04
Gd 0.22104 -0.21899 -0.01683 -0.08 0.65 0.05
H 4.83777 3.02726 2.38728 -0.86 -0.25 -0.26
H -0.72421 1.52846 -3.93353 0.06 -0.06 -0.06
H 3.17390 3.62230 4.20022 0.11 0.04 0.41
C 2.89897 -1.77535 -0.05633 0.03 0.68 -0.05
H 1.66470 4.63506 -1.77205 -0.66 -0.40 0.23
C 1.55488 -2.07810 1.95150 -0.06 0.04 -0.18
C -1.12949 -2.55567 3.15847 -0.24 0.18 0.08
C 0.03236 -0.39775 -3.52472 1.69 -1.34 1.12
C 0.57682 -2.83107 1.24954 0.41 0.85 -0.51
H 1.40430 -1.89483 3.01477 0.16 -0.11 -0.26
N -2.20961 -0.15062 -0.54020 0.05 0.82 -0.68
C -1.37991 4.18950 -0.27725 0.41 0.34 0.03
H -1.86516 0.44369 -3.16033 0.10 -0.06 -0.26
H 4.46387 -0.27659 -0.29264 -0.17 -0.27 -0.21
H -5.05338 1.49142 0.25938 0.16 -0.24 -0.42
C -2.77291 -1.22880 -1.13589 -0.31 -0.40 0.21
H 0.30192 -1.01165 -5.42170 0.33 -0.47 0.33
N 0.58489 -1.17942 -4.45595 -0.44 0.91 -0.04
S -0.41207 0.93830 2.56995 1.44 0.19 -0.74
C 4.12013 -1.21929 -0.74260 0.11 -0.20 0.01
H 1.40178 -1.75290 -4.24953 -0.42 0.28 -0.17
H -2.09028 -1.95151 -1.57497 0.03 -0.06 0.30
H 2.02771 -2.55207 -1.86769 -0.02 -0.05 0.45
H -6.08013 -0.55455 -0.82823 0.78 0.02 0.27
H -1.39467 -4.60887 0.35131 -0.21 -0.03 0.13
N 1.69477 2.37489 3.39712 0.86 0.49 0.04
H -1.50475 -1.56268 2.87373 -0.08 -0.29 -0.20
H -1.45064 0.21902 -4.91435 0.00 0.26 0.51
N -0.32905 2.08449 -0.74468 -0.48 0.08 -0.34
C 1.90833 -2.43526 -0.78875 -0.03 -0.29 0.25
```
Positions in Å, forces in eV/Å.

As for the expectation value of S²: 16.05. The orbital gap (alpha / beta) is 7.12 / 4.38 eV. Its net charge is +3. For the energy above the lowest of the compared OMol25 structures with the same formula, charge and spin, the calculation gives 0.0 kcal per mole. Its spin multiplicity is 8. The total energy is -2576.8319 a.u. The max |F| comes out at 0.0472 hartree/bohr.

=====

Entry 5:
# C6H10INO

A single C6H10INO molecule in a non-equilibrium geometry (ωB97M-V with the def2-TZVPD basis set, OMol25).

XYZ file:
```
19
Properties=species:S:1:pos:R:3:forces:R:3
O 2.14522 1.75387 -0.89583 1.54 1.13 0.61
H -1.34461 -1.06016 -0.26936 1.00 0.35 -0.30
H -0.59293 -0.93539 -2.79938 0.22 1.90 0.19
H -0.22287 2.24420 1.19998 -0.85 -0.77 -1.47
H 1.59930 0.59462 1.76845 0.43 0.86 0.97
C -0.61421 -0.04155 -2.08087 2.09 -3.86 1.21
C 1.15969 -0.20405 1.23507 0.43 -1.75 0.28
C -0.36928 -0.70152 -0.71390 -1.99 0.81 1.71
C 0.29844 0.37717 0.14114 -0.65 0.64 -0.30
H -1.59505 0.29011 -1.97840 -1.55 1.54 -0.66
H -1.23318 1.81984 -0.34190 0.05 0.63 -0.09
C -0.75402 1.44789 0.55286 1.00 0.45 2.21
N 0.48410 0.87932 -2.10744 -1.73 -0.71 -1.87
H 0.31403 -1.48426 -0.62811 0.99 -1.73 -0.87
I 1.00241 1.93554 -3.84842 0.69 1.51 -2.62
C 1.13737 1.13632 -0.97225 -1.41 -2.23 2.34
H 0.64874 -0.92286 1.95651 0.25 1.13 -0.93
H -1.57867 1.11971 1.21807 0.53 -0.47 -0.37
H 2.05023 -0.78894 0.85349 -1.05 0.57 -0.04
```
Positions in Å, forces in eV/Å.

As for the expectation value of S²: 2.01. The orbital gap (alpha / beta) is 7.26 / 6.59 eV. Its net charge is 0. For the energy above the lowest of the compared OMol25 structures with the same formula, charge and spin, the calculation gives 0.0 kcal per mole. Its spin multiplicity is 3. The total energy is -662.1792 a.u. The max |F| comes out at 0.0885 hartree/bohr.